[1]
Formula: C4H10NO
Source: the OMol25 dataset
Level of theory: wB97M-V/def2-TZVPD

Each line ends with the natural charge from an NBO analysis.
Positions of all 16 atoms, in Å:
C: 0.99204 -0.52099 -2.16343  -0.406
N: 1.00348 0.10265 -0.85166  -0.644
C: -0.20267 -0.17450 -0.03090  -0.084
C: -1.27751 0.86044 -0.32102  -0.605
C: 0.21021 -0.07293 1.47767  0.000
O: -0.82274 -0.15442 2.31375  -0.946
H: 0.19586 -0.18022 -2.81705  0.185
H: 2.02298 -0.37417 -2.48241  0.181
H: 0.92780 -1.62725 -2.14347  0.140
H: 1.76730 -0.22325 -0.26802  0.348
H: -0.59308 -1.17147 -0.27160  0.136
H: -2.20274 0.52377 0.14102  0.223
H: -1.42635 0.88245 -1.41086  0.162
H: -0.94827 1.85914 -0.03967  0.199
H: 0.68177 0.96018 1.42999  0.055
H: 1.07876 -0.76298 1.67583  0.056

Cartesian forces, eV/Å:
C 1.353 -0.937 1.171
N -1.320 -0.047 0.349
C 0.731 0.418 0.132
C 0.148 -0.724 -0.909
C -0.831 0.917 -0.469
O 0.160 -0.329 0.237
H 0.222 0.489 -0.111
H -0.160 0.386 -1.129
H -0.425 -0.014 0.203
H 0.285 -0.104 -0.431
H -0.051 -0.194 0.118
H -0.029 0.426 0.270
H -0.174 0.074 0.012
H -0.133 -0.015 0.398
H 0.255 -0.094 0.347
H -0.031 -0.252 -0.187

Computed properties:
HOMO energy: -2.2 eV
Charge: -1
Energy above the lowest of the compared OMol25 structures with the same formula, charge and spin: 16.7 kcal/mol
Multiplicity: 1
SMILES: CN[C@H](C)C[O-]
Orbital gap: 6.2 eV



[2]
Formula: C21H28FN3O3
Source: the OMol25 dataset
Level of theory: wB97M-V/def2-TZVPD

Each line ends with the natural charge from an NBO analysis.
Positions of all 56 atoms, in Å:
C: 1.38380 -1.52528 1.11544  -0.655
C: 1.36590 -2.68201 0.16079  -0.029
C: 1.42441 -3.97049 0.68376  -0.184
C: 1.39009 -5.08908 -0.12600  -0.282
C: 1.29438 -4.90159 -1.49171  0.385
F: 1.25880 -5.98244 -2.30345  -0.329
C: 1.23557 -3.63956 -2.04653  -0.259
C: 1.27689 -2.51923 -1.22512  -0.020
C: 1.15537 -1.15949 -1.87252  -0.261
N: -0.18013 -0.62132 -1.67845  -0.619
C: -1.20097 -1.01470 -2.45963  0.680
O: -1.05343 -1.71478 -3.44123  -0.633
C: -2.60246 -0.55589 -2.04447  -0.309
C: -3.24188 -1.64914 -1.18453  -0.392
C: -2.48513 -1.76944 0.12905  -0.507
C: -2.30484 -0.45071 0.85119  0.689
O: -2.06071 -0.41271 2.04536  -0.645
N: -2.39142 0.68863 0.11939  -0.461
C: -2.43656 1.95904 0.82101  -0.220
C: -1.13190 2.75253 0.73725  -0.414
C: -0.04627 2.14188 1.62820  -0.218
N: 1.22546 2.79600 1.46013  -0.423
C: 1.57324 4.01744 2.14862  -0.202
C: 3.07832 4.15200 1.89140  -0.404
C: 3.28576 3.39662 0.57924  -0.498
C: 2.12564 2.41860 0.53397  0.696
O: 2.00466 1.46097 -0.20453  -0.664
C: -2.68849 0.77092 -1.29888  -0.211
H: 0.38179 -1.34512 1.50891  0.226
H: 2.02576 -1.75337 1.96402  0.217
H: 1.74335 -0.61616 0.64324  0.237
H: 1.49490 -4.09653 1.75434  0.209
H: 1.43458 -6.08560 0.28379  0.226
H: 1.14035 -3.52985 -3.11504  0.238
H: 1.31190 -1.25965 -2.94872  0.226
H: 1.86848 -0.44401 -1.46486  0.247
H: -0.33188 -0.07037 -0.85022  0.410
H: -3.16679 -0.46246 -2.97776  0.245
H: -3.21816 -2.60024 -1.71775  0.235
H: -4.28624 -1.39062 -0.99239  0.204
H: -1.49480 -2.20036 -0.04408  0.246
H: -3.00132 -2.43924 0.81980  0.246
H: -3.25511 2.55229 0.40043  0.197
H: -2.65658 1.74036 1.86928  0.239
H: -0.77086 2.77698 -0.29346  0.207
H: -1.32865 3.77967 1.05053  0.206
H: 0.09119 1.09045 1.37000  0.233
H: -0.34248 2.20014 2.67814  0.207
H: 1.01841 4.86747 1.72991  0.181
H: 1.33107 3.93729 3.21119  0.202
H: 3.63552 3.66562 2.69231  0.211
H: 3.39307 5.19176 1.83516  0.218
H: 3.20551 4.05540 -0.28805  0.228
H: 4.23876 2.87519 0.51866  0.238
H: -3.70964 1.16561 -1.41105  0.196
H: -2.00618 1.49858 -1.75407  0.208

Cartesian forces, eV/Å:
C -0.026 0.010 -0.067
C 0.077 -0.097 0.022
C -0.037 0.085 -0.125
C -0.038 -0.120 -0.247
C 0.026 0.098 0.128
F -0.004 0.068 0.039
C 0.023 -0.254 0.001
C 0.046 -0.144 0.014
C 0.099 -0.094 -0.099
N 0.451 0.247 0.168
C -0.560 0.462 0.136
O 0.043 -0.357 -0.271
C -0.031 -0.101 -0.042
C 0.113 -0.036 -0.054
C -0.191 -0.111 0.040
C 0.067 -0.463 0.027
O 0.021 -0.089 0.313
N 0.031 0.302 -0.083
C 0.123 0.280 0.263
C -0.051 -0.238 0.188
C -0.236 -0.112 -0.310
N -0.034 0.051 0.327
C -0.026 0.280 0.102
C -0.002 0.045 -0.051
C 0.059 0.006 0.037
C 0.301 0.134 0.058
O -0.074 -0.261 -0.399
C -0.157 -0.010 -0.393
H -0.085 0.107 0.072
H 0.034 0.036 0.081
H 0.012 0.098 0.063
H 0.027 -0.014 0.120
H 0.009 -0.117 0.013
H -0.022 0.009 -0.139
H 0.063 0.059 0.136
H -0.059 -0.055 -0.077
H -0.106 0.105 -0.024
H 0.151 0.033 0.101
H -0.069 0.030 -0.011
H -0.027 -0.013 -0.034
H 0.006 0.014 0.091
H 0.094 0.090 0.024
H 0.013 -0.081 0.015
H -0.075 0.086 -0.141
H 0.021 0.060 -0.042
H 0.008 0.067 -0.049
H -0.039 0.038 0.114
H 0.032 -0.073 -0.029
H 0.022 -0.010 0.097
H -0.007 0.043 -0.056
H -0.020 0.018 0.012
H 0.012 -0.002 0.062
H 0.000 -0.025 -0.042
H -0.047 -0.033 -0.072
H 0.129 -0.025 -0.038
H -0.089 -0.023 0.031

Computed properties:
HOMO energy: -8.6 eV
Charge: 0
Energy above the lowest of the compared OMol25 structures with the same formula, charge and spin: 0.4 kcal/mol
Multiplicity: 1
SMILES: Cc1ccc(F)cc1CNC(=O)[C@H]1CCC(=O)N(CCCN2CCCC2=O)C1
Orbital gap: 9.2 eV



[3]
Formula: CH3NOS2
Source: the OMol25 dataset
Level of theory: wB97M-V/def2-TZVPD

Each line ends with the natural charge from an NBO analysis.
Positions of all 8 atoms, in Å:
C: -1.73164 -0.24881 -0.19912  0.196
N: 1.37194 0.18764 0.12790  -0.792
O: -1.21662 -0.63487 0.87680  -0.618
S: -0.65606 0.38587 -1.42334  -0.058
S: 2.70401 -0.83658 0.13806  0.198
H: -2.80562 -0.07981 -0.27929  0.162
H: 0.81364 0.02321 1.02546  0.468
H: 1.52036 1.20335 -0.26647  0.444

Cartesian forces, eV/Å:
C 2.887 0.417 2.722
N 1.277 1.159 0.520
O -1.798 0.225 -1.807
S 0.063 -0.526 0.226
S -1.616 1.089 -0.576
H -0.247 -0.373 -0.372
H -0.006 0.731 -2.061
H -0.560 -2.723 1.348

Computed properties:
HOMO energy (spin up / spin down): -8.6 / -8.6 eV
Charge: 0
Energy above the lowest of the compared OMol25 structures with the same formula, charge and spin: 62.2 kcal/mol
Multiplicity: 1
Orbital gap (spin up / spin down): 5.8 / 5.8 eV